# 1
Entry from the OMol25 dataset: 9 unconnected molecules or ions with the total composition C29H54Br6N6O (ωB97M-V/def2-TZVPD).

Results
SMILES string: CN(C)C=O.BrCCBr.BrCCBr.BrCCBr.CCCC#N.CCCC#N.CCCC#N.CCCC#N.CCCC#N
LUMO level: 0.228 eV
Frontier orbital gap: 9.626 eV
Relative energy (zero: lowest compared OMol25 entry of this formula, charge and spin): 3.041 eV

```
96
Properties=species:S:1:pos:R:3:lowdin_charge:R:1
C -7.457 6.183 0.420 -0.351
O -8.426 6.899 0.229 0.007
N -7.199 5.071 -0.278 -0.197
C -6.199 4.128 0.168 -0.074
C -8.097 4.509 -1.281 -0.043
H -6.749 6.309 1.254 0.132
H -6.612 3.197 0.556 0.085
H -5.491 4.547 0.884 0.088
H -5.680 3.737 -0.707 0.085
H -7.548 4.344 -2.208 0.089
H -8.620 3.640 -0.883 0.094
H -8.847 5.223 -1.621 0.085
C 10.519 -1.319 4.449 -0.096
C 9.842 -0.600 5.679 -0.237
C 8.408 -1.089 5.794 -0.219
C 7.458 -0.738 4.709 -0.215
N 6.717 -0.425 3.859 0.130
H 9.959 -1.398 3.517 0.067
H 10.656 -2.362 4.734 0.069
H 11.439 -0.801 4.179 0.066
H 9.642 0.457 5.504 0.100
H 10.526 -0.601 6.528 0.109
H 8.001 -0.742 6.743 0.116
H 8.408 -2.179 5.771 0.111
C -1.181 10.719 -3.361 -0.105
C -2.006 9.935 -4.375 -0.262
C -2.742 8.673 -3.899 -0.199
C -1.962 7.754 -3.116 -0.245
N -1.342 6.949 -2.543 0.137
H -0.278 10.251 -2.969 0.074
H -1.771 10.979 -2.482 0.074
H -0.854 11.635 -3.854 0.072
H -1.342 9.630 -5.183 0.104
H -2.711 10.541 -4.944 0.107
H -3.233 8.111 -4.693 0.124
H -3.470 9.066 -3.189 0.120
C -3.718 -8.952 -4.352 -0.112
C -2.703 -10.000 -3.984 -0.258
C -1.678 -10.605 -4.961 -0.179
C -2.171 -11.002 -6.245 -0.279
N -2.597 -11.323 -7.258 0.144
H -4.485 -8.655 -3.637 0.079
H -4.312 -9.209 -5.229 0.071
H -3.113 -8.121 -4.716 0.075
H -3.293 -10.837 -3.613 0.104
H -2.193 -9.684 -3.073 0.106
H -1.149 -11.529 -4.727 0.126
H -0.966 -9.860 -5.315 0.123
C 6.120 6.397 -4.460 -0.106
C 5.109 5.987 -3.343 -0.233
C 4.782 4.419 -3.257 -0.159
C 4.142 3.844 -4.455 -0.249
N 3.631 3.473 -5.386 0.141
H 5.735 6.080 -5.430 0.065
H 7.072 5.932 -4.201 0.070
H 6.184 7.482 -4.540 0.068
H 4.238 6.641 -3.390 0.097
H 5.556 6.359 -2.421 0.092
H 4.150 4.157 -2.408 0.107
H 5.745 3.943 -3.073 0.107
C 3.747 -6.444 4.016 -0.103
C 2.535 -7.368 3.999 -0.242
C 1.401 -7.273 2.935 -0.187
C 1.908 -7.173 1.613 -0.275
N 2.322 -7.016 0.586 0.159
H 4.684 -6.991 4.128 0.067
H 3.741 -5.693 4.806 0.073
H 4.059 -6.083 3.036 0.068
H 2.014 -7.240 4.947 0.099
H 2.825 -8.416 4.070 0.103
H 0.726 -6.447 3.159 0.120
H 0.740 -8.133 3.038 0.118
Br 3.258 2.405 8.462 0.529
C 1.254 2.385 8.109 -0.618
C 0.851 1.078 7.450 -0.630
Br 1.091 -0.545 8.669 0.496
H 0.935 3.160 7.412 0.065
H 0.666 2.430 9.025 0.056
H 1.449 0.828 6.573 0.046
H -0.198 1.060 7.153 0.056
Br -9.051 -2.442 0.703 0.583
C -8.165 -3.331 -0.825 -0.675
C -8.932 -2.772 -2.055 -0.678
Br -8.206 -3.774 -3.600 0.574
H -8.171 -4.412 -0.682 0.051
H -7.104 -3.081 -0.834 0.053
H -8.705 -1.749 -2.355 0.046
H -10.008 -2.939 -2.023 0.047
Br -1.645 -1.532 1.635 0.553
C -0.032 -1.330 0.496 -0.644
C -0.523 -0.821 -0.854 -0.707
Br -1.687 -2.082 -1.835 0.565
H 0.394 -2.320 0.335 0.054
H 0.677 -0.596 0.880 0.069
H 0.371 -0.609 -1.440 0.061
H -1.068 0.100 -0.649 0.047
```

---

# 2
Entry from the OMol25 dataset: 8 unconnected molecules or ions with the total composition C29H54FN8O3PS (ωB97M-V/def2-TZVPD).

Results
SMILES string: CP(O)NS(=O)(=O)F.CCCC#N.CCCC#N.CCCC#N.CCCC#N.CCCC#N.CCCC#N.CCCC#N
LUMO level: 0.172 eV
Frontier orbital gap: 9.202 eV

```
97
Properties=species:S:1:pos:R:3:lowdin_charge:R:1
C 1.571 -1.508 0.365 -0.264
P 1.845 -0.945 2.086 0.812
O 0.506 -0.027 2.344 -0.326
N 3.152 0.252 1.917 -0.299
S 2.768 1.831 1.733 0.479
O 1.731 2.041 0.787 -0.271
O 3.972 2.570 1.607 -0.256
F 2.181 2.138 3.122 -0.124
H 2.544 -1.559 -0.120 0.032
H 1.161 -2.510 0.393 0.016
H 0.928 -0.832 -0.190 0.046
H 0.028 -0.470 3.051 0.045
H 3.833 0.006 1.207 0.078
C 3.856 -6.609 -0.320 -0.102
C 3.038 -6.858 0.942 -0.260
C 2.160 -5.660 1.326 -0.196
C 2.988 -4.483 1.592 -0.236
N 3.650 -3.570 1.812 0.149
H 4.554 -5.781 -0.187 0.070
H 4.440 -7.492 -0.576 0.074
H 3.206 -6.378 -1.166 0.078
H 3.710 -7.095 1.769 0.114
H 2.397 -7.724 0.789 0.083
H 1.583 -5.880 2.222 0.098
H 1.461 -5.425 0.522 0.111
C -1.569 3.581 0.315 -0.099
C -2.251 4.064 1.590 -0.252
C -2.492 2.926 2.587 -0.186
C -3.361 1.900 2.010 -0.243
N -4.047 1.101 1.550 0.143
H -2.194 2.866 -0.222 0.078
H -1.371 4.412 -0.356 0.026
H -0.615 3.098 0.543 0.060
H -3.198 4.545 1.337 0.091
H -1.628 4.820 2.073 0.108
H -2.960 3.302 3.498 0.103
H -1.538 2.470 2.857 0.112
C -3.268 -7.134 2.060 -0.106
C -2.206 -7.907 2.832 -0.254
C -0.780 -7.423 2.543 -0.185
C -0.425 -7.578 1.130 -0.211
N -0.144 -7.716 0.025 0.193
H -3.153 -7.254 0.984 0.040
H -4.263 -7.490 2.323 0.076
H -3.223 -6.067 2.284 0.081
H -2.282 -8.969 2.594 0.112
H -2.390 -7.806 3.903 0.108
H -0.061 -7.994 3.132 0.123
H -0.676 -6.370 2.809 0.117
C 1.804 8.055 -0.530 -0.109
C 2.233 6.665 -0.074 -0.255
C 2.179 5.627 -1.201 -0.184
C 0.818 5.490 -1.717 -0.220
N -0.253 5.354 -2.111 0.153
H 0.766 8.060 -0.866 0.070
H 1.886 8.769 0.290 0.070
H 2.429 8.408 -1.351 0.077
H 1.596 6.340 0.752 0.106
H 3.254 6.708 0.309 0.108
H 2.507 4.653 -0.836 0.109
H 2.835 5.921 -2.021 0.069
C -5.522 5.285 3.966 -0.110
C -5.980 5.738 2.585 -0.257
C -5.892 7.257 2.396 -0.189
C -6.738 7.959 3.361 -0.243
N -7.412 8.498 4.120 0.143
H -6.155 5.699 4.751 0.071
H -5.572 4.198 4.045 0.070
H -4.491 5.592 4.160 0.074
H -7.007 5.410 2.419 0.114
H -5.366 5.258 1.822 0.090
H -6.214 7.535 1.392 0.118
H -4.864 7.599 2.525 0.119
C 4.597 2.691 -4.019 -0.107
C 5.253 3.363 -5.220 -0.260
C 5.822 4.748 -4.891 -0.186
C 4.768 5.653 -4.434 -0.218
N 3.940 6.362 -4.072 0.161
H 3.742 3.266 -3.658 0.066
H 4.233 1.700 -4.287 0.073
H 5.305 2.579 -3.195 0.077
H 4.524 3.453 -6.027 0.112
H 6.064 2.734 -5.590 0.107
H 6.293 5.188 -5.770 0.118
H 6.576 4.675 -4.107 0.121
C -2.690 -6.370 -4.936 -0.112
C -1.416 -6.534 -4.115 -0.261
C -1.645 -7.267 -2.787 -0.205
C -2.587 -6.530 -1.948 -0.246
N -3.318 -5.935 -1.290 0.155
H -3.428 -5.764 -4.408 0.071
H -2.475 -5.872 -5.882 0.071
H -3.140 -7.338 -5.160 0.076
H -0.986 -5.551 -3.916 0.111
H -0.681 -7.094 -4.697 0.106
H -0.713 -7.374 -2.240 0.068
H -2.047 -8.266 -2.966 0.122
```

---

# 3
Entry from the OMol25 dataset: a molecular structure, C29H54HgN3OP2 (ωB97M-V/def2-TZVPD).

Results
LUMO level (alpha / beta): -4.048 / -4.047 eV
Frontier orbital gap (alpha / beta): 4.350 / 4.351 eV
Total charge: +1
Relative energy (zero: lowest compared OMol25 entry of this formula, charge and spin): 0.000 eV

```
90
Properties=species:S:1:pos:R:3:lowdin_charge:R:1
C -0.933 -2.424 -1.775 -0.387
C 1.311 -1.889 -1.402 -0.355
C -0.598 -3.502 -2.592 -0.078
C 1.699 -3.096 -2.079 -0.042
C 0.743 -3.886 -2.681 -0.077
H -1.399 -4.017 -3.112 0.102
H 2.760 -3.321 -2.147 0.109
H 1.021 -4.771 -3.250 0.110
N -0.020 -1.736 -1.097 -0.013
P -2.933 -1.011 -0.274 1.035
P 2.605 0.663 -0.495 1.041
C -2.399 -1.976 -1.748 -0.247
H -2.540 -1.350 -2.644 0.082
H -3.053 -2.851 -1.887 0.087
C 0.038 1.805 1.477 -0.083
O -0.452 2.830 1.664 0.108
C 2.336 -0.928 -1.176 -0.326
H 3.308 -1.423 -1.317 0.052
C 3.873 1.385 -1.841 -0.628
C 3.571 0.529 1.183 -0.698
C -4.046 0.434 -0.779 -0.675
C -3.590 -2.367 0.847 -0.694
C 3.402 2.840 -1.986 -0.116
H 3.632 3.435 -1.092 0.079
H 3.897 3.308 -2.850 0.090
H 2.319 2.883 -2.151 0.026
C 5.377 1.340 -1.533 -0.098
H 5.674 1.808 -0.590 0.058
H 5.780 0.319 -1.568 0.080
H 5.884 1.906 -2.334 0.093
C 3.680 0.604 -3.138 -0.121
H 4.183 1.144 -3.954 0.093
H 4.131 -0.394 -3.086 0.084
H 2.622 0.491 -3.387 0.035
C 4.056 1.951 1.531 -0.100
H 3.200 2.620 1.698 0.072
H 4.652 1.912 2.455 0.090
H 4.676 2.400 0.748 0.044
C 2.635 0.039 2.299 -0.139
H 1.711 0.636 2.364 -0.004
H 2.359 -1.014 2.155 0.060
H 3.176 0.114 3.259 0.094
C 4.697 -0.498 1.077 -0.102
H 5.467 -0.226 0.352 0.054
H 5.171 -0.595 2.064 0.086
H 4.289 -1.479 0.805 0.073
C -3.870 -1.775 2.240 -0.091
H -4.291 -2.568 2.876 0.099
H -2.951 -1.411 2.719 0.053
H -4.596 -0.951 2.205 0.072
C -2.515 -3.466 0.967 -0.085
H -2.329 -3.967 0.009 0.085
H -1.568 -3.064 1.350 0.037
H -2.869 -4.227 1.678 0.104
C -4.859 -2.996 0.252 -0.079
H -5.124 -3.871 0.866 0.101
H -5.714 -2.311 0.273 0.065
H -4.709 -3.349 -0.777 0.082
C -3.897 0.699 -2.285 -0.098
H -4.349 -0.097 -2.892 0.096
H -4.419 1.635 -2.534 0.105
H -2.845 0.823 -2.574 0.045
C -3.629 1.712 -0.015 -0.113
H -2.595 2.004 -0.240 0.048
H -4.282 2.542 -0.329 0.099
H -3.730 1.591 1.071 0.083
C -5.521 0.144 -0.477 -0.091
H -5.894 -0.711 -1.055 0.084
H -5.708 -0.014 0.594 0.076
H -6.108 1.024 -0.785 0.101
Hg -0.875 -0.199 0.667 0.978
N 0.197 0.951 -1.564 0.087
C 0.491 1.306 -2.642 -0.128
C 0.227 2.102 -3.925 -0.565
C 1.262 1.811 -5.005 -0.054
C -1.153 1.727 -4.464 -0.054
C 0.216 3.590 -3.568 -0.040
H 2.246 2.197 -4.708 0.072
H 1.322 0.729 -5.192 0.103
H 0.982 2.305 -5.947 0.099
H -1.936 2.136 -3.816 0.070
H -1.293 2.160 -5.464 0.100
H -1.281 0.638 -4.538 0.096
H -0.210 4.167 -4.395 0.101
H -0.398 3.756 -2.672 0.096
H 1.217 3.971 -3.378 0.072
N -0.221 -1.898 2.928 0.020
H 0.623 -2.405 2.648 0.039
H -0.815 -2.570 3.409 0.036
H 0.064 -1.212 3.631 0.038
```

---

# 4
Entry from the OMol25 dataset: 3 unconnected molecules or ions with the total composition C29H54N2O8 (ωB97M-V/def2-TZVPD).

Results
LUMO level (alpha / beta): 0.336 / 0.321 eV
Expectation value of S²: 2.01
2S+1: 3
Frontier orbital gap (alpha / beta): 8.574 / 9.670 eV
Relative energy (zero: lowest compared OMol25 entry of this formula, charge and spin): 0.000 eV

```
93
Properties=species:S:1:pos:R:3:lowdin_spin:R:1
C -0.384 -2.776 2.087 0.000
C -1.270 -1.540 2.325 0.000
C -2.560 -1.500 1.480 0.000
C -2.497 -0.781 0.127 0.000
C -1.639 -1.469 -0.954 0.000
C -0.223 -0.955 -1.187 0.000
C 0.564 -2.026 -1.969 0.000
O 1.955 -1.732 -1.922 0.000
C 2.700 -2.511 -1.070 0.000
C 3.708 -1.704 -0.316 0.001
O 2.514 -3.697 -0.969 0.000
O 0.496 -0.615 0.006 0.000
C 0.450 0.723 0.203 0.000
O 0.906 1.266 1.163 0.000
O -0.172 1.327 -0.824 0.000
C -0.105 0.372 -1.926 0.000
O -1.069 0.598 -2.881 0.000
H 0.678 -2.519 2.109 0.000
H -0.580 -3.246 1.121 0.000
H -0.541 -3.520 2.869 0.000
H -1.589 -1.566 3.372 0.000
H -0.699 -0.620 2.210 0.000
H -3.334 -1.023 2.088 0.000
H -2.890 -2.534 1.323 0.000
H -3.520 -0.752 -0.253 0.000
H -2.205 0.262 0.272 0.000
H -2.143 -1.344 -1.918 0.000
H -1.609 -2.545 -0.768 0.000
H 0.252 -1.991 -3.015 0.000
H 0.369 -3.024 -1.577 0.000
H 4.292 -1.106 -1.019 0.000
H 3.154 -1.026 0.337 0.000
H 4.362 -2.353 0.257 0.000
H 0.907 0.491 -2.328 0.000
H -0.903 1.470 -3.258 0.000
C -5.177 3.642 -2.527 0.003
C -5.092 2.160 -2.969 0.026
C -3.940 1.913 -3.953 0.017
C -4.210 2.333 -5.398 0.001
C -5.532 1.744 -5.885 0.016
C -6.704 2.110 -4.976 0.026
N -6.382 1.700 -3.569 0.375
O -6.576 0.437 -3.388 0.528
C -7.001 3.613 -5.105 0.002
C -7.968 1.379 -5.411 -0.001
C -4.804 1.355 -1.710 -0.001
H -5.962 4.202 -3.023 0.001
H -5.401 3.704 -1.463 0.000
H -4.235 4.163 -2.700 0.000
H -3.707 0.845 -3.950 0.002
H -3.052 2.422 -3.574 0.002
H -4.209 3.422 -5.492 0.000
H -3.398 1.971 -6.032 0.001
H -5.755 2.088 -6.898 0.002
H -5.441 0.654 -5.934 0.002
H -7.777 3.918 -4.402 0.001
H -7.366 3.811 -6.113 0.000
H -6.132 4.248 -4.959 0.000
H -7.823 0.303 -5.455 -0.001
H -8.253 1.726 -6.405 0.000
H -8.791 1.586 -4.726 0.000
H -5.642 1.399 -1.014 0.000
H -3.926 1.785 -1.223 0.000
H -4.595 0.311 -1.930 0.000
C 4.471 -1.392 5.949 0.003
C 5.377 -1.885 4.795 0.026
C 6.867 -1.850 5.170 0.017
C 7.524 -0.473 5.108 0.001
C 7.246 0.193 3.762 0.016
C 5.752 0.284 3.456 0.026
N 5.145 -1.086 3.549 0.381
O 5.371 -1.777 2.483 0.519
C 5.093 1.293 4.409 0.002
C 5.523 0.812 2.044 -0.001
C 4.990 -3.337 4.535 -0.001
H 4.110 -0.379 5.821 0.001
H 3.578 -2.014 6.018 0.000
H 4.988 -1.444 6.908 0.000
H 7.407 -2.512 4.485 0.002
H 6.978 -2.280 6.167 0.002
H 7.182 0.157 5.933 0.000
H 8.602 -0.588 5.238 0.001
H 7.668 1.200 3.738 0.002
H 7.742 -0.378 2.971 0.002
H 4.012 1.313 4.269 0.001
H 5.479 2.288 4.184 0.000
H 5.304 1.109 5.459 0.000
H 6.046 0.219 1.297 0.000
H 5.893 1.836 1.986 0.000
H 4.460 0.819 1.798 0.000
H 3.971 -3.409 4.153 0.000
H 5.043 -3.877 5.481 0.000
H 5.655 -3.822 3.824 0.000
```

---

# 5
Entry from the OMol25 dataset: a molecular structure, C29H55BBiCl2N3O6Si (ωB97M-V/def2-TZVPD).

Results
LUMO level: 0.435 eV
Frontier orbital gap: 3.709 eV
Relative energy (zero: lowest compared OMol25 entry of this formula, charge and spin): 0.245 eV

```
98
Properties=species:S:1:pos:R:3:lowdin_charge:R:1
C 3.686 2.730 -1.929 -0.039
C 4.493 1.573 -2.418 -0.224
H 4.257 3.307 -1.198 0.076
H 2.753 2.391 -1.476 0.073
H 3.437 3.397 -2.765 0.095
C 5.790 1.702 -2.756 -0.124
C 6.587 2.948 -2.619 -0.106
H 6.329 0.890 -3.244 0.097
H 6.480 3.409 -1.626 0.073
H 6.332 3.702 -3.384 0.085
H 7.647 2.692 -2.755 0.070
Bi -1.132 -0.909 1.043 1.326
Cl -0.897 -0.597 -1.535 -0.187
C -1.484 -3.569 -0.502 -0.352
O -1.375 -3.080 0.675 -0.327
N -0.979 -4.746 -0.805 -0.180
C -0.252 -5.524 0.201 -0.026
C -0.926 -5.129 -2.215 -0.039
H -1.971 -3.001 -1.304 0.087
H -0.835 -5.573 1.126 0.093
H 0.729 -5.080 0.420 0.084
H -0.111 -6.535 -0.184 0.085
H -1.783 -4.656 -2.709 0.092
H -0.997 -6.216 -2.319 0.086
H 0.000 -4.763 -2.695 0.086
H -4.747 -3.121 4.148 0.099
H -6.493 -0.665 4.297 0.096
C -4.171 -2.376 4.711 -0.023
C -5.537 -0.284 4.692 -0.042
N -4.394 -1.034 4.174 -0.186
H -3.114 -2.625 4.650 0.093
C -3.653 -0.575 3.183 -0.295
O -2.802 -1.325 2.607 -0.296
H -5.435 0.768 4.400 0.079
H -3.807 0.482 2.874 0.132
H -4.502 -2.359 5.753 0.085
H -5.549 -0.369 5.786 0.087
H 0.191 4.266 3.992 0.094
H 1.868 2.102 1.898 0.090
C 0.620 3.423 4.553 -0.050
C 2.028 2.031 2.987 -0.019
N 0.783 2.228 3.736 -0.176
H -0.055 3.207 5.384 0.084
C -0.196 1.323 3.684 -0.285
O -0.099 0.225 3.071 -0.221
H 2.458 1.047 3.208 0.088
H -1.102 1.607 4.243 0.139
H 1.602 3.715 4.945 0.087
H 2.703 2.824 3.326 0.084
O 2.899 0.015 -1.494 -0.175
C 3.712 0.281 -2.644 -0.271
C 5.724 -1.287 -2.526 -0.080
C 4.543 -0.884 -3.155 -0.200
H 6.078 -0.742 -1.653 0.117
C 6.452 -2.381 -3.023 -0.074
H 2.992 0.531 -3.436 0.150
C 4.114 -1.541 -4.314 -0.036
H 7.367 -2.696 -2.515 0.105
C 5.983 -3.084 -4.132 -0.093
C 4.841 -2.629 -4.803 -0.085
H 3.203 -1.177 -4.794 0.122
H 6.506 -3.988 -4.481 0.104
H 4.492 -3.136 -5.705 0.101
Si 2.672 -1.359 -0.561 0.384
Cl -0.742 2.918 -0.127 0.675
C 4.271 -1.903 0.242 -0.168
C 2.051 -2.789 -1.611 -0.149
C 1.596 -0.933 0.874 -0.336
H 4.890 -2.490 -0.450 0.015
H 4.027 -2.532 1.110 0.035
H 4.838 -1.028 0.588 0.038
H 2.106 -0.742 1.826 0.037
H 0.993 -1.863 1.007 -0.036
H 1.084 -0.008 0.550 -0.033
H 2.818 -2.983 -2.383 0.027
H 1.108 -2.537 -2.112 -0.006
H 1.928 -3.721 -1.039 0.023
C -5.669 2.955 1.360 -0.015
C -4.717 2.451 0.290 -0.443
C -5.126 1.021 -0.044 -0.021
O -3.357 2.448 0.823 0.059
B -2.532 2.924 -0.175 -1.117
O -3.173 3.427 -1.270 0.089
C -4.595 3.364 -1.010 -0.449
C -5.259 2.789 -2.253 -0.015
C -5.084 4.801 -0.809 -0.015
H -5.640 2.292 2.232 0.073
H -5.437 3.966 1.686 0.082
H -6.703 2.944 0.987 0.101
H -5.141 0.407 0.866 0.077
H -6.152 1.029 -0.440 0.093
H -4.454 0.556 -0.780 0.096
H -6.353 2.715 -2.130 0.098
H -5.055 3.437 -3.108 0.094
H -4.856 1.788 -2.480 0.094
H -4.642 5.251 0.088 0.094
H -4.798 5.406 -1.673 0.095
H -6.174 4.841 -0.723 0.092
```

---

Number 1: E -16985.0895 a.u., strongest force on any atom 4.077 eV Å⁻¹. Number 2: E -2640.5506 a.u., strongest force on any atom 1.572 eV Å⁻¹. Number 3: E -2212.7051 a.u., strongest force on any atom 3.288 eV Å⁻¹. Number 4: E -1848.7329 a.u., strongest force on any atom 1.317 eV Å⁻¹. Number 5: E -3203.1533 a.u., strongest force on any atom 3.660 eV Å⁻¹.